No. 1
Here is C24H44BClN2O4P2Pm as an isolated structure from the OMol25 dataset. Energies are from ωB97M-V/def2-TZVPD.

Positions of all 79 atoms, in Å:
H  4.823  -0.252  -2.671
H  0.223  -1.524  -3.473
C  2.784  -0.254  -3.463
H  4.200  -1.005  0.934
H  -1.542  4.201  2.389
C  -1.719  -4.966  -0.241
P  1.822  -0.570  -1.899
H  -4.559  1.881  2.530
H  1.020  0.220  -4.688
Pm  0.179  1.730  -0.881
C  4.125  0.422  -3.171
H  -1.578  -6.031  -0.340
H  -1.500  4.310  0.634
C  -0.999  -4.106  -1.056
H  0.900  -2.790  -2.463
H  4.056  -3.204  -0.336
H  -3.159  -0.617  1.732
H  2.490  1.067  -5.137
H  -0.099  1.747  4.722
C  -4.029  2.832  2.481
H  2.156  -2.110  -4.483
H  0.564  0.081  2.334
H  -4.769  3.609  2.289
H  -3.580  -2.746  1.533
H  -3.139  -0.181  3.606
N  -2.106  -0.871  -0.038
H  1.046  -1.380  0.737
H  4.577  0.711  -4.120
H  -1.207  2.921  4.035
C  2.794  -1.483  -0.608
H  -0.741  -1.106  2.488
H  -1.972  -0.069  4.900
C  -2.853  -0.030  0.860
H  4.509  -2.256  -1.741
C  3.050  -1.517  -4.301
H  4.436  -0.029  -0.510
H  3.102  0.326  0.591
H  -3.190  -5.171  1.300
O  2.640  4.727  0.157
C  1.803  -2.090  0.384
H  3.090  -3.306  -1.795
H  4.028  1.322  -2.564
P  -1.802  1.404  1.411
C  3.682  -0.482  0.131
C  -1.200  -2.744  -0.908
B  -1.157  -0.420  -1.024
C  1.912  0.703  -4.289
C  -2.853  -3.120  0.827
C  -2.120  -2.256  0.030
H  -3.776  0.341  0.403
C  -2.963  2.857  1.382
C  -2.158  4.152  1.489
C  -0.290  -0.223  2.944
H  0.269  2.481  3.165
C  3.659  -2.621  -1.168
O  1.486  2.710  0.817
C  -2.409  0.480  4.066
C  -0.539  2.096  3.789
H  3.801  -2.161  -3.846
C  0.512  -1.765  -2.440
C  -3.652  2.851  0.006
H  -2.854  4.989  1.517
N  -0.615  -1.660  -1.543
H  -4.017  3.851  -0.221
H  -2.949  1.331  4.486
H  -2.975  2.558  -0.817
H  1.606  1.593  -3.720
H  -4.500  2.171  -0.048
O  0.546  4.088  -0.869
C  -1.278  0.931  3.131
H  -0.307  -4.500  -1.787
C  -2.633  -4.481  0.688
H  2.362  -2.438  1.253
O  2.473  2.814  -1.310
H  3.430  -1.213  -5.277
H  -3.594  3.032  3.461
Cl  1.867  3.660  -0.283
H  0.092  -0.511  3.922
H  1.268  -2.942  -0.031

As for the net charge: +1. Its highest occupied orbital energy (alpha / beta) is -0.3789 / -0.3793 Eh. The spin multiplicity is 5. For the HOMO-LUMO gap (alpha / beta), the calculation gives 7.0 / 7.2 eV.

Atomic partial charges in e from the Mulliken method, atoms 1 to 2: 0.3366 0.3676

---

No. 2
Here is a 2-piece molecular cluster, CHClF2O overall from the OMol25 dataset. Energies are from ωB97M-V/def2-TZVPD.

Positions of all 6 atoms, in Å:
F  2.106  0.310  -0.907
F  2.199  0.831  1.125
H  -0.962  2.331  -0.030
C  2.535  -0.131  0.263
O  3.196  -1.044  0.528
Cl  -0.686  1.295  -0.531

Its highest occupied orbital energy is -0.4408 Eh. For the HOMO-LUMO gap, the calculation gives 12.7 eV. Its SMILES is O=C(F)F.Cl.

Atomic partial charges in e from the natural (NBO) method, atoms 1 to 2: -0.2980 -0.3152

---

No. 3
Here is a 2-piece molecular cluster, C7H13NOS overall from the OMol25 dataset. Energies are from ωB97M-V/def2-TZVPD.

Positions of all 23 atoms, in Å:
H  -2.083  0.002  2.058
H  1.740  -0.958  2.033
S  0.442  2.754  0.811
H  1.384  -1.904  0.579
H  2.877  1.347  -1.070
C  0.638  -0.355  -1.304
H  -0.254  -0.802  -0.975
C  -2.036  0.337  1.080
O  -2.671  -1.753  0.398
H  1.271  -1.206  -1.754
C  2.704  0.658  -0.130
H  -3.458  -0.666  -1.692
H  0.301  0.503  -1.865
H  3.199  -0.354  -0.295
C  1.227  0.154  0.002
H  -1.973  1.405  0.892
H  -2.464  0.794  -1.398
H  2.938  1.119  0.860
H  0.127  -0.807  1.355
C  1.223  -0.936  1.019
N  -2.949  -0.015  -1.099
C  0.360  1.235  0.390
C  -2.544  -0.552  0.107

Its highest occupied orbital energy (alpha / beta) is -0.3182 / -0.2878 Eh. For the HOMO-LUMO gap (alpha / beta), the calculation gives 8.2 / 7.0 eV.

Atomic partial charges in e from the natural (NBO) method, atoms 1 to 2: 0.2077 0.2349

---

No. 4
Here is the molecule C5H11NO from the OMol25 dataset. Energies are from ωB97M-V/def2-TZVPD.

Positions of all 18 atoms, in Å:
H  0.691  2.475  1.366
C  0.850  0.257  0.186
H  -1.011  1.859  1.171
H  -0.455  3.319  0.309
H  0.115  -1.693  -1.855
H  1.478  0.594  1.129
N  -0.131  -0.522  0.786
H  1.504  -0.237  -0.407
C  -0.421  -1.822  0.402
C  0.270  1.470  -0.376
H  1.032  1.837  -1.031
H  -1.057  -0.128  0.940
C  -0.136  2.350  0.636
H  -1.160  -2.949  -1.289
H  0.558  -3.215  -0.816
H  -0.633  1.342  -1.100
O  -1.313  -2.519  0.969
C  -0.182  -2.417  -1.020

Its highest occupied orbital energy is -0.3447 Eh. For the HOMO-LUMO gap, the calculation gives 10.2 eV. Its SMILES is CCCNC(C)=O.

Atomic partial charges in e from the natural (NBO) method, atoms 1 to 2: 0.2042 -0.2014

---

No. 5
Here is a 2-piece molecular cluster, C7H16N2O overall from the OMol25 dataset. Energies are from ωB97M-V/def2-TZVPD.

Positions of all 26 atoms, in Å:
H  -3.387  -1.094  -1.303
H  -3.004  1.237  1.073
C  1.555  0.225  0.087
O  -0.813  -1.695  0.378
H  1.818  2.181  1.033
H  1.829  -1.571  1.244
H  -0.998  -2.477  0.931
H  1.965  -0.086  2.197
H  3.126  1.703  -0.063
H  1.369  -1.437  -1.263
H  -2.305  -0.150  -2.348
C  -2.847  -0.151  -1.404
C  2.205  -0.548  1.238
C  1.835  -0.451  -1.255
N  0.127  0.312  0.426
H  3.290  -0.562  1.116
H  -3.597  0.647  -1.401
C  2.046  1.691  0.086
H  1.430  0.125  -2.085
H  -3.286  -0.491  1.306
H  1.572  2.249  -0.722
N  -0.651  0.392  -0.593
C  -1.915  0.016  -0.253
C  -2.518  0.253  1.096
H  -1.760  0.234  1.871
H  2.913  -0.554  -1.393

Its highest occupied orbital energy (alpha / beta) is -0.3180 / -0.3180 Eh. For the HOMO-LUMO gap (alpha / beta), the calculation gives 8.0 / 8.0 eV.

Atomic partial charges in e from the natural (NBO) method, atoms 1 to 2: 0.2475 0.2231

---

No. 6
Here is the molecule C13H8FN3S3 from the OMol25 dataset. Energies are from ωB97M-V/def2-TZVPD.

Positions of all 28 atoms, in Å:
S  2.742  -3.485  2.917
H  -2.358  0.179  0.106
N  -0.679  -1.422  1.580
C  0.260  -1.015  0.774
C  -1.930  2.056  -0.793
F  -3.013  5.150  -3.337
S  -0.204  -2.595  2.717
C  -3.345  2.924  -2.570
H  -1.434  1.265  1.124
C  -1.542  0.950  0.107
N  3.615  -1.023  -0.343
C  3.515  -4.339  1.505
H  -4.213  2.813  -3.203
C  1.481  -2.473  2.131
C  -1.276  3.304  -0.747
H  -3.536  0.948  -1.764
H  -0.528  3.472  0.006
C  2.713  -1.226  0.352
C  -1.659  4.345  -1.592
C  1.549  -1.568  1.106
C  -2.670  4.146  -2.520
H  2.799  -4.897  0.970
C  -2.978  1.873  -1.724
S  0.028  0.172  -0.473
N  5.338  -6.017  2.337
C  4.554  -5.255  1.959
H  3.964  -3.585  0.846
H  -1.194  5.302  -1.473

Its highest occupied orbital energy is -0.3408 Eh. For the HOMO-LUMO gap, the calculation gives 8.6 eV. Its SMILES is N#CCSc1snc(SCc2ccc(F)cc2)c1C#N.

Atomic partial charges in e from the natural (NBO) method, atoms 1 to 2: 0.3194 0.2406

---

| no. | F_max (eV/Å) |
| --- | --- |
| 1 | 2.5 |
| 2 | 4.0 |
| 3 | 4.1 |
| 4 | 5.2 |
| 5 | 1.8 |
| 6 | 3.4 |